[1]
ORCA calculation (wB97M-V/def2-TZVPD) on a molecular structure, C40H39N5O4S2V.

Geometry as ORCA input:
```
! wB97M-V def2-TZVPD RIJCOSX def2/J DEFGRID3
* xyz -2 4
V -0.137 -0.421 -0.731
C -3.550 1.130 2.240
O -3.024 0.143 3.122
C -1.648 0.272 3.295
C -1.207 0.718 4.539
C 0.164 0.795 4.793
C 1.054 0.389 3.822
C 0.629 -0.099 2.558
C 1.587 -0.661 1.689
N 1.306 -1.113 0.452
N 2.285 -1.897 -0.126
C 1.912 -2.217 -1.328
O 0.807 -1.782 -1.866
C 2.727 -3.190 -2.088
C 4.034 -3.519 -1.720
C 4.756 -4.450 -2.448
C 4.193 -5.074 -3.560
C 2.900 -4.740 -3.937
C 2.175 -3.801 -3.213
C -0.783 -0.074 2.244
O -1.269 -0.477 1.083
H -3.426 2.131 2.667
H -4.612 0.914 2.110
H -3.042 1.091 1.280
H -1.946 1.004 5.279
H 0.525 1.172 5.744
H 2.122 0.421 4.018
H 2.612 -0.769 2.032
H 4.461 -3.024 -0.858
H 5.772 -4.688 -2.153
H 4.762 -5.800 -4.129
H 2.452 -5.208 -4.807
H 1.172 -3.515 -3.504
C -3.478 0.929 -1.318
C -2.133 1.607 -1.377
N -1.320 1.331 -2.341
N -0.434 2.359 -2.660
C 0.825 2.195 -2.862
S 1.934 0.939 -2.559
S 1.556 3.752 -3.546
C 1.275 4.839 -2.111
C 2.516 4.992 -1.276
C 2.948 3.921 -0.489
C 4.100 4.032 0.271
C 4.845 5.208 0.260
C 4.429 6.272 -0.527
C 3.271 6.158 -1.290
C -1.797 2.616 -0.360
C -2.646 3.643 0.032
C -2.277 4.551 1.015
C -1.032 4.394 1.629
C -0.184 3.360 1.283
C -0.544 2.426 0.284
O 0.217 1.418 -0.003
H -3.883 0.797 -2.320
H -4.161 1.545 -0.731
H -3.428 -0.048 -0.835
H 0.479 4.357 -1.542
H 0.904 5.806 -2.454
H 2.385 2.993 -0.504
H 4.422 3.189 0.873
H 5.746 5.291 0.858
H 5.006 7.190 -0.551
H 2.945 6.990 -1.908
H -3.609 3.749 -0.459
H -2.943 5.354 1.304
H -0.723 5.091 2.401
H 0.764 3.220 1.784
C -0.873 -4.851 2.563
N -1.680 -3.958 1.706
C -2.330 -2.867 2.497
C -0.858 -3.408 0.548
C -1.739 -3.111 -0.635
C -2.580 -4.131 -1.090
C -3.372 -3.953 -2.213
C -3.253 -2.753 -2.904
C -2.382 -1.766 -2.462
C -1.606 -1.872 -1.289
H -1.484 -5.205 3.392
H -0.031 -4.274 2.939
H -0.509 -5.685 1.967
H -2.433 -4.489 1.271
H -1.589 -2.451 3.175
H -3.169 -3.293 3.045
H -2.636 -2.079 1.813
H -0.101 -4.164 0.329
H -0.370 -2.504 0.907
H -2.596 -5.108 -0.599
H -4.029 -4.741 -2.561
H -3.835 -2.593 -3.807
H -2.279 -0.866 -3.059
*
```

Orbital gap (alpha / beta), eV: 2.856 / 4.920
⟨S²⟩: 3.80
Energy, Ha: -3862.7492


[2]
ORCA calculation (wB97M-V/def2-TZVPD) on 3 unconnected molecules or ions with the total composition C14H25B2N3OP.

Geometry as ORCA input:
```
! wB97M-V def2-TZVPD RIJCOSX def2/J DEFGRID3
* xyz -1 1
C -0.307 2.198 1.113
N -0.816 0.993 0.473
C -1.560 1.245 -0.761
B 0.156 -0.108 0.361
O -0.415 -1.386 0.529
B 1.832 0.031 0.010
N 2.467 -1.381 -0.302
P 2.162 1.206 -1.506
N 1.436 2.634 -1.681
H 0.503 1.957 1.805
H -1.109 2.650 1.718
H 0.050 2.966 0.417
H -1.626 2.319 -0.950
H -2.576 0.836 -0.718
H -1.062 0.824 -1.643
H -0.233 -1.730 1.398
H 2.433 0.499 0.974
H 3.425 -1.317 -0.633
H 1.952 -1.887 -1.015
H 1.942 0.350 -2.630
H 3.568 1.347 -1.622
H 2.122 3.365 -1.839
C 0.188 0.077 4.240
C 0.922 -0.976 4.768
C 1.019 -1.132 6.144
C 0.383 -0.237 6.992
C -0.350 0.817 6.463
C -0.446 0.974 5.087
H 0.116 0.206 3.169
H 1.421 -1.670 4.103
H 1.595 -1.952 6.556
H 0.459 -0.358 8.066
H -0.846 1.517 7.124
H -1.013 1.795 4.668
C -2.338 -2.462 -5.287
C -1.653 -2.347 -4.085
C -0.795 -1.277 -3.875
C -0.626 -0.319 -4.862
C -1.312 -0.433 -6.064
C -2.166 -1.506 -6.277
H -3.008 -3.297 -5.450
H -1.789 -3.087 -3.307
H -0.260 -1.186 -2.937
H 0.038 0.519 -4.688
H -1.182 0.318 -6.833
H -2.702 -1.595 -7.215
*
```

Orbital gap, eV: 6.777
Energy, Ha: -1179.0912


[3]
ORCA calculation (wB97M-V/def2-TZVPD) on a gas-phase ion, C6H7N2O (charge +1).

Geometry as ORCA input:
```
! wB97M-V def2-TZVPD RIJCOSX def2/J DEFGRID3
* xyz 1 3
C 0.521 -1.236 -3.186
C 0.371 -0.169 -2.673
C 1.488 1.405 -1.055
C 0.080 0.240 0.461
C 0.232 1.000 -1.903
C -0.165 -0.555 1.651
N 1.253 0.837 0.261
N -0.694 0.399 -0.529
O 2.462 1.920 -1.382
H 0.908 -2.020 -3.823
H -0.422 1.806 -2.302
H -0.207 -1.558 1.347
H -1.264 -0.452 2.097
H 0.643 -0.443 2.304
H 2.100 0.540 0.718
H -1.683 0.261 -0.770
*
```

Orbital gap (alpha / beta), eV: 5.784 / 5.140
⟨S²⟩: 2.02
Energy, Ha: -417.0397


The highest energy belongs to which entry? C6H7N2O